No. 1
ORCA calculation (the ωB97M-V functional and the def2-TZVPD basis) on 4 unconnected molecules or ions with the total composition C29H65IN5O2 in a non-equilibrium geometry.

ORCA input file:
```
! RIJCOSX wB97M-V def2-TZVPD def2/J DEFGRID3
* xyz 1 1
C 5.27 3.02 1.15
C 4.19 2.81 1.64
C 2.84 2.50 2.13
C 1.84 2.64 0.93
C 0.66 3.53 1.31
N -0.16 4.03 0.13
C -1.38 3.19 -0.14
C -2.47 3.17 0.97
N -3.39 2.05 0.71
C -0.71 5.37 0.60
C 0.29 6.52 0.26
O 1.36 6.63 0.73
I -0.37 8.03 -1.15
O 0.61 4.38 -0.98
C 0.68 3.39 -2.01
C -0.30 3.64 -3.20
H 6.06 3.20 0.46
H 2.54 3.21 2.91
H 2.79 1.47 2.50
H 1.48 1.65 0.61
H 2.42 3.03 0.08
H 1.06 4.40 1.84
H 0.04 2.99 2.03
H -1.89 3.55 -1.04
H -1.06 2.15 -0.29
H -2.09 3.03 1.99
H -3.09 4.07 0.95
H -3.41 1.81 -0.28
H -3.11 1.26 1.27
H -1.62 5.62 0.06
H -0.90 5.36 1.68
H 1.68 3.48 -2.44
H 0.65 2.35 -1.67
H 0.24 3.75 -4.14
H -0.94 4.50 -2.99
H -0.89 2.72 -3.28
C 0.40 -1.44 1.91
C 0.39 -1.79 3.39
N 0.53 -0.63 4.25
C 0.77 -0.98 5.65
C -0.34 -1.72 6.41
C -0.41 0.44 4.03
C -1.91 0.13 4.17
H 1.32 -0.91 1.64
H 0.36 -2.36 1.31
H -0.46 -0.83 1.62
H 1.22 -2.47 3.57
H -0.53 -2.36 3.61
H 1.04 -0.08 6.20
H 1.67 -1.60 5.68
H -1.15 -1.05 6.68
H 0.06 -2.13 7.33
H -0.75 -2.55 5.84
H -0.24 0.84 3.02
H -0.17 1.27 4.70
H -2.18 -0.82 3.70
H -2.50 0.91 3.68
H -2.23 0.10 5.21
C 5.31 -5.72 -2.53
C 4.93 -4.51 -1.69
N 3.50 -4.28 -1.62
C 3.16 -3.00 -1.03
C 3.52 -2.75 0.44
C 2.69 -5.40 -1.17
C 3.00 -5.99 0.22
H 4.92 -5.64 -3.54
H 6.40 -5.79 -2.60
H 4.96 -6.65 -2.10
H 5.40 -3.64 -2.15
H 5.38 -4.62 -0.69
H 2.08 -2.82 -1.16
H 3.64 -2.22 -1.63
H 2.85 -3.27 1.11
H 3.44 -1.68 0.66
H 4.55 -3.05 0.67
H 2.79 -6.21 -1.90
H 1.64 -5.12 -1.21
H 4.07 -6.09 0.40
H 2.56 -6.99 0.29
H 2.56 -5.39 1.02
C -4.56 1.98 -4.17
C -3.57 0.83 -4.09
N -3.65 0.07 -2.86
C -2.54 -0.86 -2.68
C -2.39 -2.01 -3.67
C -4.97 -0.47 -2.53
C -5.63 -1.41 -3.54
H -4.45 2.66 -3.32
H -4.39 2.55 -5.09
H -5.59 1.63 -4.20
H -2.56 1.27 -4.15
H -3.69 0.20 -4.98
H -2.58 -1.27 -1.66
H -1.61 -0.27 -2.70
H -3.11 -2.80 -3.49
H -1.40 -2.46 -3.57
H -2.49 -1.68 -4.71
H -5.64 0.37 -2.36
H -4.91 -0.97 -1.56
H -5.52 -1.06 -4.57
H -6.70 -1.48 -3.33
H -5.23 -2.42 -3.48
*
```

## Properties
gap between HOMO and LUMO: 6.90 eV
LUMO level: -2.86 eV
molar mass: 642.776 u

Results of the Löwdin charge analysis, in e, for atoms 1 through 99:
1. C 0.120
2. C -0.137
3. C -0.166
4. C -0.148
5. C -0.081
6. N -0.195
7. C -0.083
8. C -0.234
9. N 0.032
10. C -0.091
11. C -0.802
12. O 0.055
13. I 0.876
14. O -0.079
15. C -0.197
16. C -0.033
17. H 0.037
18. H 0.117
19. H 0.114
20. H 0.113
21. H 0.109
22. H 0.130
23. H 0.124
24. H 0.139
25. H 0.138
26. H 0.111
27. H 0.117
28. H 0.062
29. H 0.060
30. H 0.102
31. H 0.151
32. H 0.137
33. H 0.118
34. H 0.086
35. H 0.082
36. H 0.061
37. C -0.090
38. C -0.258
39. N -0.194
40. C -0.241
41. C -0.080
42. C -0.261
43. C -0.071
44. H 0.057
45. H 0.075
46. H 0.056
47. H 0.122
48. H 0.105
49. H 0.113
50. H 0.113
51. H 0.057
52. H 0.076
53. H 0.069
54. H 0.074
55. H 0.117
56. H 0.074
57. H 0.056
58. H 0.063
59. C -0.088
60. C -0.274
61. N -0.198
62. C -0.254
63. C -0.089
64. C -0.246
65. C -0.081
66. H 0.081
67. H 0.075
68. H 0.066
69. H 0.117
70. H 0.100
71. H 0.104
72. H 0.108
73. H 0.045
74. H 0.057
75. H 0.071
76. H 0.102
77. H 0.112
78. H 0.070
79. H 0.074
80. H 0.051
81. C -0.084
82. C -0.277
83. N -0.204
84. C -0.261
85. C -0.077
86. C -0.249
87. C -0.076
88. H 0.069
89. H 0.077
90. H 0.070
91. H 0.097
92. H 0.105
93. H 0.108
94. H 0.096
95. H 0.060
96. H 0.073
97. H 0.071
98. H 0.101
99. H 0.114

No. 2
ORCA calculation (the ωB97M-V functional and the def2-TZVPD basis) on a molecular structure, C7H8N2O3 in a non-equilibrium geometry.

ORCA input file:
```
! RIJCOSX wB97M-V def2-TZVPD def2/J DEFGRID3
* xyz 0 1
C -2.90 1.51 1.57
C -2.20 0.41 1.05
C -0.48 -0.34 0.17
C -0.90 -1.70 0.22
C 0.05 -2.61 -0.13
C 1.55 -1.14 -1.01
C 0.71 -0.10 -0.62
H -2.36 2.63 0.80
H -2.70 1.83 2.88
H -4.12 1.29 1.50
H -2.86 -0.03 0.32
H -1.92 -0.13 2.03
H -1.81 -1.99 0.49
H -0.27 -3.54 0.35
H 2.37 -0.84 -1.51
N 1.30 -2.39 -0.61
N 1.41 1.15 -0.66
O -1.06 0.77 0.51
O 2.48 1.23 -1.32
O 1.03 2.15 0.14
*
```

## Properties
gap between HOMO and LUMO: 8.99 eV
LUMO level: -1.09 eV
energy relative to the best compared isomer or geometry (same formula, charge and spin): 9.005 eV
molar mass: 168.152 u

Want to see where the charge sits? The natural (NBO) charges in e are:
1. C -0.585
2. C -0.181
3. C 0.397
4. C -0.346
5. C 0.082
6. C 0.108
7. C -0.066
8. H 0.224
9. H 0.219
10. H 0.231
11. H 0.188
12. H 0.195
13. H 0.226
14. H 0.201
15. H 0.225
16. N -0.424
17. N 0.477
18. O -0.414
19. O -0.365
20. O -0.392

No. 3
ORCA calculation (the ωB97M-V functional and the def2-TZVPD basis) on 2 unconnected molecules or ions with the total composition C2H6OS2 in a non-equilibrium geometry.

ORCA input file:
```
! RIJCOSX wB97M-V def2-TZVPD def2/J DEFGRID3
* xyz 0 1
C -1.34 2.08 0.86
C -1.59 0.89 1.36
O -1.88 0.59 2.67
H -0.48 2.08 0.12
H -1.66 3.02 1.32
H -1.47 0.08 0.67
H -1.56 1.41 3.11
S 3.71 -2.37 -2.31
S 2.26 -3.18 -3.55
H 2.75 -1.91 -1.37
H 1.27 -2.70 -2.89
*
```

## Properties
SMILES string: C=CO.SS
gap between HOMO and LUMO: 8.74 eV
LUMO level: 0.22 eV
energy relative to the best compared isomer or geometry (same formula, charge and spin): 1.727 eV
molar mass: 110.203 u

Want to see where the charge sits? The natural (NBO) charges in e are:
1. C -0.569
2. C 0.163
3. O -0.667
4. H 0.222
5. H 0.199
6. H 0.171
7. H 0.482
8. S -0.149
9. S -0.123
10. H 0.151
11. H 0.121

No. 4
ORCA calculation (the ωB97M-V functional and the def2-TZVPD basis) on a molecular structure, C4H10P2 in a non-equilibrium geometry.

ORCA input file:
```
! RIJCOSX wB97M-V def2-TZVPD def2/J DEFGRID3
* xyz 0 1
C -0.21 1.87 -0.04
C 0.93 -0.94 1.66
C 0.07 -1.13 0.42
C 0.40 -0.16 -0.68
P -1.38 2.40 -1.07
P -0.59 -0.12 -2.19
H 0.30 2.26 0.82
H 0.70 -1.69 2.41
H 0.76 0.05 2.09
H 1.99 -1.02 1.41
H -0.99 -1.05 0.68
H 0.22 -2.15 0.03
H 1.45 0.02 -0.84
H -1.60 3.66 -0.47
H -1.78 -0.57 -1.61
H -0.27 -1.43 -2.61
*
```

## Properties
gap between HOMO and LUMO: 9.37 eV
LUMO level: 0.50 eV
energy relative to the best compared isomer or geometry (same formula, charge and spin): 2.213 eV
molar mass: 120.072 u

Want to see where the charge sits? The natural (NBO) charges in e are:
1. C -0.630
2. C -0.597
3. C -0.464
4. C -0.390
5. P 0.414
6. P 0.324
7. H 0.192
8. H 0.212
9. H 0.206
10. H 0.201
11. H 0.214
12. H 0.214
13. H 0.215
14. H -0.048
15. H -0.027
16. H -0.035

No. 5
ORCA calculation (the ωB97M-V functional and the def2-TZVPD basis) on C22H24N2O3 in the gas phase.

ORCA input file:
```
! RIJCOSX wB97M-V def2-TZVPD def2/J DEFGRID3
* xyz 0 1
C -2.34 -6.08 -0.03
O -3.09 -4.93 0.27
C -2.57 -3.68 0.16
C -3.47 -2.66 0.49
C -3.12 -1.33 0.44
C -1.84 -0.96 0.03
C -1.38 0.41 -0.06
C -2.03 1.50 0.37
C -1.48 2.87 0.35
O -1.83 3.72 1.14
N -0.58 3.13 -0.64
C 0.20 4.34 -0.65
C 1.50 4.19 0.17
N 2.20 2.98 -0.16
C 3.04 2.79 -1.24
C 3.45 3.92 -2.12
C 3.41 1.48 -1.32
C 2.78 0.80 -0.24
C 2.78 -0.53 0.20
C 2.05 -0.85 1.32
C 1.31 0.12 2.01
C 1.29 1.43 1.59
C 2.03 1.77 0.46
C -0.94 -1.98 -0.31
C -1.27 -3.32 -0.25
O -0.39 -4.32 -0.58
C 0.91 -3.97 -0.99
H -1.46 -6.17 0.62
H -3.01 -6.92 0.16
H -2.02 -6.09 -1.07
H -4.45 -2.96 0.80
H -3.85 -0.58 0.70
H -0.39 0.51 -0.49
H -2.98 1.42 0.88
H -0.26 2.37 -1.21
H -0.40 5.13 -0.21
H 0.43 4.59 -1.69
H 2.15 5.05 0.00
H 1.24 4.15 1.23
H 4.14 3.55 -2.87
H 2.59 4.36 -2.63
H 3.94 4.70 -1.55
H 4.06 1.05 -2.05
H 3.36 -1.27 -0.33
H 2.04 -1.86 1.69
H 0.74 -0.17 2.88
H 0.71 2.17 2.13
H 0.05 -1.69 -0.62
H 0.90 -3.37 -1.90
H 1.44 -3.42 -0.20
H 1.42 -4.92 -1.18
*
```

## Properties
SMILES string: COc1ccc(/C=C/C(=O)NCCn2c(C)cc3ccccc32)cc1OC
gap between HOMO and LUMO: 8.26 eV
LUMO level: 0.44 eV
energy relative to the best compared isomer or geometry (same formula, charge and spin): 2.888 eV
molar mass: 364.445 u

Want to see where the charge sits? The natural (NBO) charges in e are:
1. C -0.240
2. O -0.491
3. C 0.257
4. C -0.238
5. C -0.200
6. C -0.020
7. C -0.155
8. C -0.297
9. C 0.650
10. O -0.628
11. N -0.621
12. C -0.231
13. C -0.221
14. N -0.381
15. C 0.188
16. C -0.647
17. C -0.306
18. C -0.105
19. C -0.210
20. C -0.246
21. C -0.212
22. C -0.259
23. C 0.199
24. C -0.300
25. C 0.286
26. O -0.524
27. C -0.251
28. H 0.183
29. H 0.188
30. H 0.183
31. H 0.226
32. H 0.211
33. H 0.198
34. H 0.218
35. H 0.398
36. H 0.239
37. H 0.194
38. H 0.211
39. H 0.223
40. H 0.235
41. H 0.216
42. H 0.221
43. H 0.220
44. H 0.210
45. H 0.210
46. H 0.217
47. H 0.223
48. H 0.227
49. H 0.178
50. H 0.179
51. H 0.199

No. 6
ORCA calculation (the ωB97M-V functional and the def2-TZVPD basis) on a molecular structure, C5H8O in a non-equilibrium geometry.

ORCA input file:
```
! RIJCOSX wB97M-V def2-TZVPD def2/J DEFGRID3
* xyz 0 1
C 0.04 0.98 -0.89
C 0.71 -0.28 -0.22
C 0.47 0.46 1.14
C -0.73 0.96 0.40
O -1.51 -0.83 0.10
C -0.32 -1.40 -0.29
H 0.79 1.77 -0.96
H -0.54 0.90 -1.81
H 1.73 -0.53 -0.51
H 1.27 1.20 1.28
H 0.29 -0.09 2.06
H -1.75 0.61 0.53
H -0.39 -1.79 -1.32
H -0.03 -2.22 0.39
*
```

## Properties
gap between HOMO and LUMO: 9.65 eV
LUMO level: 0.49 eV
energy relative to the best compared isomer or geometry (same formula, charge and spin): 4.446 eV
molar mass: 84.118 u

Want to see where the charge sits? The natural (NBO) charges in e are:
1. C -0.463
2. C -0.199
3. C -0.464
4. C 0.086
5. O -0.683
6. C -0.076
7. H 0.234
8. H 0.232
9. H 0.213
10. H 0.234
11. H 0.232
12. H 0.325
13. H 0.165
14. H 0.164